Entry 1:
This record from OMol25 describes a cluster of 4 separate species, C3H12IN6O3 in total. The level of theory is wB97M-V/def2-TZVPD.

Geometry as XYZ:
```
25
C3H12IN6O3 wB97M-V/def2-TZVPD
I 1.382 1.626 -0.083
C -1.145 -0.081 2.892
O -1.591 -0.353 4.007
N -1.151 1.168 2.364
N -0.541 -1.019 2.109
H -0.662 1.403 1.506
H -1.593 1.854 2.946
H -0.204 -0.766 1.193
H -0.579 -1.966 2.428
C -1.605 2.924 -3.282
O -0.831 3.868 -3.216
N -2.781 3.060 -3.983
N -1.511 1.795 -2.521
H -3.418 2.287 -4.022
H -3.045 3.968 -4.307
H -0.656 1.782 -1.968
H -2.372 1.406 -2.190
C 2.312 -2.900 0.512
O 1.121 -2.918 0.249
N 3.133 -1.872 0.236
N 2.899 -3.902 1.243
H 3.934 -1.821 0.842
H 2.627 -1.013 0.056
H 2.416 -4.744 1.479
H 3.859 -3.787 1.511
```

The energy above the lowest of the compared OMol25 structures with the same formula, charge and spin is 86.06 kJ/mol. As for the HOMO energy: -4.5 eV. As for the charge: -1.

Entry 2:
This record from OMol25 describes a cluster of 4 separate species, C3H12IN6O3 in total. The level of theory is wB97M-V/def2-TZVPD.

Geometry as XYZ:
```
25
C3H12IN6O3 wB97M-V/def2-TZVPD
I -3.382 -1.532 -0.195
C -3.786 1.647 5.067
O -3.880 2.335 6.072
N -4.217 0.390 5.023
N -3.406 2.036 3.880
H -4.099 -0.130 4.165
H -4.417 -0.124 5.870
H -3.270 1.545 3.008
H -3.245 3.029 3.787
C 1.438 -2.904 -4.684
O 1.510 -2.971 -5.907
N 2.475 -2.481 -3.963
N 0.487 -3.347 -3.957
H 2.123 -2.345 -3.026
H 3.165 -1.928 -4.450
H -0.331 -3.743 -4.396
H 0.264 -2.764 -3.163
C 2.507 2.089 -0.476
O 1.789 3.075 -0.468
N 3.839 2.100 -0.348
N 2.070 0.858 -0.623
H 4.465 1.310 -0.403
H 4.184 2.993 -0.026
H 1.070 0.736 -0.554
H 2.647 0.125 -0.235
```

The energy above the lowest of the compared OMol25 structures with the same formula, charge and spin is 234.39 kJ/mol. As for the HOMO energy: -4.0 eV. As for the charge: -1.

Entry 3:
This record from OMol25 describes a cluster of 2 separate species, C3H12N in total. The level of theory is wB97M-V/def2-TZVPD.

Geometry as XYZ:
```
16
C3H12N wB97M-V/def2-TZVPD
N -2.327 0.459 -0.445
H -2.053 1.178 0.285
H -2.223 -0.412 0.166
H -1.782 0.537 -1.336
H -3.288 0.711 -0.828
C 0.379 -0.348 1.289
C 1.167 0.395 0.090
C 1.735 -0.650 -0.879
H 1.059 -1.122 1.747
H 0.189 0.361 2.156
H -0.634 -0.946 1.182
H 0.605 1.176 -0.564
H 1.874 1.132 0.634
H 2.008 -0.079 -1.721
H 0.855 -1.163 -1.323
H 2.434 -1.228 -0.454
```

The energy above the lowest of the compared OMol25 structures with the same formula, charge and spin is 103.71 kJ/mol. As for the HOMO energy (alpha / beta): -4.1 / -11.3 eV. Its expectation value of S² is 0.751. As for the charge: 0. The spin multiplicity is 2.

Entry 4:
This record from OMol25 describes a cluster of 2 separate species, C3H12N in total. The level of theory is wB97M-V/def2-TZVPD.

Geometry as XYZ:
```
16
C3H12N wB97M-V/def2-TZVPD
N 1.799 1.028 1.651
H 2.507 1.682 2.196
H 2.158 0.582 0.753
H 1.481 0.135 2.104
H 1.040 1.563 1.305
C -0.126 0.667 -0.734
C -0.586 -0.779 -0.335
C -1.752 -1.400 -1.082
H -0.576 1.063 -1.767
H 0.982 0.678 -0.775
H -0.406 1.500 0.010
H -0.658 -0.916 0.832
H 0.332 -1.356 -0.275
H -2.250 -2.291 -0.621
H -2.490 -0.622 -1.108
H -1.455 -1.534 -2.155
```

The energy above the lowest of the compared OMol25 structures with the same formula, charge and spin is 156.02 kJ/mol. As for the HOMO energy: -14.5 eV. As for the charge: +1.

Entry 5:
This record from OMol25 describes a cluster of 2 separate species, C3H12N2 in total. The level of theory is wB97M-V/def2-TZVPD.

Geometry as XYZ:
```
17
C3H12N2 wB97M-V/def2-TZVPD
C 0.573 -0.155 0.446
C -0.538 -0.709 -0.423
C -1.654 0.178 0.213
N -1.098 1.696 0.323
N 2.030 -1.211 -0.512
H 1.119 0.771 0.035
H 0.751 -0.363 1.534
H -0.450 -0.520 -1.436
H -0.657 -1.826 -0.225
H -1.886 -0.093 1.320
H -2.594 0.178 -0.390
H -1.849 2.421 0.432
H -0.441 2.147 -0.394
H -0.651 1.858 1.218
H 1.944 -2.190 -0.343
H 2.300 -0.967 -1.508
H 3.101 -1.216 -0.289
```

The energy above the lowest of the compared OMol25 structures with the same formula, charge and spin is 353.76 kJ/mol. As for the HOMO energy: -21.5 eV. As for the charge: +2.

Entry 6:
This record from OMol25 describes a cluster of 3 separate species, C3H12N2O in total. The level of theory is wB97M-V/def2-TZVPD.

Geometry as XYZ:
```
18
C3H12N2O wB97M-V/def2-TZVPD
C 2.494 -0.598 1.213
C 3.116 0.455 0.700
H 2.862 -1.616 1.161
H 1.506 -0.467 1.632
H 4.163 0.494 0.417
H 2.549 1.360 0.492
N -0.863 1.476 -1.466
C -0.160 0.227 -1.516
O -0.138 -0.515 -0.306
H -1.854 1.411 -1.320
H -0.383 2.231 -1.012
H -0.598 -0.350 -2.339
H 0.881 0.440 -1.757
H -0.995 -0.320 0.110
N -2.945 -0.846 1.028
H -3.286 -1.232 1.904
H -2.591 -1.655 0.524
H -3.759 -0.495 0.537
```

The energy above the lowest of the compared OMol25 structures with the same formula, charge and spin is 122.21 kJ/mol. As for the HOMO energy: -9.3 eV. Its SMILES is C=C.NCO.N. As for the charge: 0.

Entry 7:
This record from OMol25 describes a cluster of 2 separate species, C3H12N2O in total. The level of theory is wB97M-V/def2-TZVPD.

Geometry as XYZ:
```
18
C3H12N2O wB97M-V/def2-TZVPD
N 1.607 1.261 -0.379
C 1.085 -0.065 0.072
C -0.384 -0.289 -0.180
C -0.812 -1.743 0.052
N -2.182 -2.074 -0.355
H 1.008 1.774 -1.012
H 2.420 0.977 -0.906
H 1.260 -0.180 1.145
H 1.651 -0.838 -0.447
H -0.991 0.420 0.398
H -0.768 -0.017 -1.183
H -0.745 -1.851 1.144
H -0.116 -2.397 -0.473
H -2.667 -1.204 -0.519
H -2.187 -2.566 -1.239
O 0.541 2.888 1.665
H 1.171 2.373 1.116
H 0.108 3.530 1.102
```

The energy above the lowest of the compared OMol25 structures with the same formula, charge and spin is 40.24 kJ/mol. As for the HOMO energy: -9.3 eV. Its SMILES is NCCCN.O. As for the charge: 0.

Entry 8:
This record from OMol25 describes a cluster of 2 separate species, C3H12N2O in total. The level of theory is wB97M-V/def2-TZVPD.

Geometry as XYZ:
```
18
C3H12N2O wB97M-V/def2-TZVPD
C -0.085 1.088 -1.852
C -0.490 -0.261 -1.142
N 0.512 -0.872 -0.277
C 1.145 0.010 0.675
N 0.107 0.756 1.446
H 0.872 0.827 -2.522
H 0.043 1.864 -1.132
H -0.958 1.417 -2.519
H -1.532 -0.008 -0.801
H -0.657 -0.869 -1.969
H 0.231 -1.773 0.045
H 1.703 0.723 0.049
H 1.902 -0.489 1.310
H -0.878 0.687 1.107
H 0.253 1.700 1.142
O -0.509 -2.030 2.143
H -0.237 -1.079 2.435
H -1.421 -1.690 1.863
```

The energy above the lowest of the compared OMol25 structures with the same formula, charge and spin is 141.72 kJ/mol. As for the HOMO energy: -8.6 eV. Its SMILES is CCNCN.O. As for the charge: 0.

no.,E_tot (eV)
1,-26495.688
2,-26494.150
3,-4791.536
4,-4787.519
5,-6265.569
6,-8332.055
7,-8332.905
8,-8331.853